Computed, not measured: a cluster of 2 separate species, C9H16N3O in total in a non-equilibrium geometry, with the ωB97M-V functional and the def2-TZVPD basis.

Geometry as XYZ:
```
29
Properties=species:S:1:pos:R:3:mulliken_charge:R:1
C 1.031 -3.026 -0.208 -0.914
C -0.190 -1.392 -1.760 0.667
N 0.242 -1.731 -0.492 -0.092
N 0.076 -2.303 -2.809 -0.339
N -0.920 -0.213 -1.782 -0.219
H 0.232 -1.181 0.330 0.108
H 0.642 -3.171 -2.703 0.155
H -0.335 -2.089 -3.738 0.247
H -0.905 0.334 -0.985 0.067
H -1.293 0.196 -2.688 0.265
H 1.017 -3.756 -1.093 0.280
H 0.624 -3.520 0.620 0.312
H 2.092 -2.765 -0.073 0.319
C -0.862 3.084 -0.970 -1.347
C 0.725 2.210 0.553 -0.196
C -0.534 2.201 0.182 0.517
C 1.268 1.319 1.453 -0.589
C -1.442 1.284 0.837 -0.331
C 0.403 0.331 1.992 0.441
C -0.995 0.311 1.734 -0.494
O 0.989 -0.828 2.437 -0.492
H 1.339 3.090 0.181 0.298
H 2.384 1.150 1.402 0.346
H -0.531 4.127 -0.790 0.389
H -1.938 3.153 -1.453 0.290
H -2.572 1.396 0.699 0.246
H -1.646 -0.468 1.998 0.391
H 1.161 -0.845 3.418 0.357
H -0.393 2.778 -1.921 0.318
```

Gap between HOMO and LUMO = 9.55 eV
Charge = +1
LUMO energy = -0.098 Eh
Highest occupied orbital energy = -0.4484 Ha

***

Computed, not measured: a cluster of 2 separate species, C9H16N3O in total in a non-equilibrium geometry, with the ωB97M-V functional and the def2-TZVPD basis.

Geometry as XYZ:
```
29
Properties=species:S:1:pos:R:3:mulliken_charge:R:1
C -3.154 0.924 -1.461 -1.083
C -1.576 -0.199 -3.009 0.828
N -0.318 -0.546 -3.260 -0.288
N -1.822 0.451 -1.878 -0.096
N -2.536 -0.495 -3.853 -0.319
H 0.412 -0.309 -2.623 0.222
H -0.134 -1.001 -4.111 0.150
H -1.057 0.701 -1.312 0.327
H -3.511 -0.283 -3.616 0.176
H -2.344 -0.913 -4.666 0.154
H -3.814 1.221 -2.335 0.400
H -2.990 1.852 -0.904 0.339
H -3.691 0.170 -0.829 0.311
C 2.206 -0.849 4.397 -1.265
C 1.182 0.420 0.424 1.421
C 2.387 0.809 0.989 -0.749
C 0.301 -0.378 1.149 -0.316
C 2.720 0.393 2.274 -0.841
C 0.641 -0.800 2.437 -0.783
C 1.834 -0.412 3.026 0.427
O 0.847 0.828 -0.823 -0.573
H 1.542 1.400 -1.183 0.221
H 3.087 1.402 0.440 0.290
H -0.699 -0.666 0.708 0.227
H 3.623 0.664 2.683 0.499
H -0.062 -1.359 3.001 0.377
H 3.229 -1.260 4.405 0.348
H 1.575 -1.721 4.722 0.333
H 2.123 -0.042 5.210 0.264
```

Gap between HOMO and LUMO = 8.57 eV
Charge = +1
LUMO energy = -0.099 Eh
Highest occupied orbital energy = -0.4145 Ha

***

Computed, not measured: a cluster of 2 separate species, C9H16NO in total in a non-equilibrium geometry, with the ωB97M-V functional and the def2-TZVPD basis.

Geometry as XYZ:
```
27
Properties=species:S:1:pos:R:3:mulliken_charge:R:1
C -2.318 0.617 1.322 -0.152
C -1.712 1.989 1.547 -1.204
N -2.877 0.483 -0.072 -0.270
H -1.559 -0.150 1.444 0.147
H -3.129 0.421 2.005 0.367
H -0.984 2.245 0.786 0.395
H -1.181 1.922 2.494 0.335
H -3.010 -0.498 -0.347 0.303
H -3.755 0.988 -0.209 0.380
H -2.217 0.903 -0.729 0.303
H -2.450 2.780 1.593 0.372
C 3.788 -0.062 0.250 -1.432
C -0.119 -1.050 -1.156 0.386
C 0.747 -0.254 -1.904 -0.633
C 0.318 -1.710 -0.035 -0.631
C 2.033 -0.039 -1.464 -0.464
C 1.579 -1.348 0.468 -0.377
C 2.431 -0.505 -0.201 0.661
O -1.400 -1.328 -1.663 -0.581
H -1.399 -2.039 -2.318 0.297
H 0.388 0.158 -2.838 0.476
H -0.319 -2.347 0.567 0.533
H 2.804 0.358 -2.105 0.369
H 1.909 -1.810 1.387 0.372
H 4.531 -0.014 -0.548 0.367
H 4.160 -0.663 1.074 0.376
H 3.740 0.952 0.651 0.304
```

Gap between HOMO and LUMO = 9.03 eV
Charge = +1
LUMO energy = -0.114 Eh
Highest occupied orbital energy = -0.4457 Ha

***

Computed, not measured: the ion C9H16NO with charge +1 in a non-equilibrium geometry, with the ωB97M-V functional and the def2-TZVPD basis.

Geometry as XYZ:
```
27
Properties=species:S:1:pos:R:3:lowdin_spin:R:1
C -0.422 0.081 -0.023 0.053
C 1.278 -0.142 0.041 0.587
C 2.014 -1.222 -0.033 0.661
C -1.412 -0.762 -0.086 0.185
C 0.605 1.894 0.942 0.014
C 3.485 -1.409 0.075 0.107
C -2.825 -0.293 0.040 0.029
C -1.303 -2.213 0.183 0.026
C -0.471 2.227 -1.249 0.006
N -0.542 1.521 0.081 0.002
O 1.679 1.138 0.564 0.188
H 1.499 -2.027 -0.468 0.030
H 0.878 3.017 0.829 0.001
H 0.390 1.742 2.015 0.005
H 3.690 -2.442 0.426 0.013
H 3.915 -0.648 0.750 0.006
H 4.031 -1.258 -0.897 0.046
H -3.512 -0.659 -0.828 0.011
H -3.302 -0.467 1.015 0.009
H -2.827 0.766 0.113 0.000
H -2.325 -2.597 -0.053 0.000
H -0.455 -2.613 -0.413 0.005
H -1.009 -2.249 1.227 0.010
H -1.517 2.401 -1.545 0.001
H 0.007 3.178 -1.335 0.000
H -0.032 1.425 -1.958 0.003
H -1.518 1.610 0.587 -0.001
```

<S²> = 2.02
Multiplicity = 3
Gap between HOMO and LUMO (alpha / beta) = 5.68 / 7.76 eV
Charge = +1
LUMO energy (alpha / beta) = -0.109 / -0.222 Eh
Highest occupied orbital energy (alpha / beta) = -0.3177 / -0.5074 Ha